1.
{
  "formula": "C35H60N6O10",
  "method": "wB97M-V/def2-TZVPD",
  "energy_ha": -2450.79657,
  "relative_energy_ev": 1.673,
  "multiplicity": 1,
  "elements": ["C", "H", "H", "H", "C", "C", "H", "H", "H", "C", "H", "H", "H", "O", "C", "O", "C", "H", "H", "C", "N", "C", "O", "C", "C", "H", "C", "N", "C", "O", "O", "C", "C", "H", "H", "H", "C", "H", "H", "H", "C", "H", "H", "H", "C", "H", "C", "H", "H", "H", "H", "H", "H", "H", "H", "C", "N", "N", "C", "O", "C", "N", "C", "O", "O", "C", "C", "H", "H", "H", "C", "H", "H", "H", "C", "H", "H", "H", "H", "H", "C", "H", "C", "C", "H", "C", "N", "C", "O", "O", "C", "C", "H", "H", "H", "C", "H", "H", "H", "C", "H", "H", "H", "H", "H", "H", "H", "H", "H", "H", "H"],
  "coordinates": [[5.20, 2.63, -4.73], [5.28, 1.89, -3.94], [5.92, 3.42, -4.53], [5.43, 2.16, -5.68], [3.79, 3.21, -4.78], [2.74, 2.12, -5.00], [1.74, 2.55, -4.90], [2.85, 1.70, -5.99], [2.86, 1.33, -4.26], [3.68, 4.28, -5.86], [3.89, 3.85, -6.84], [2.68, 4.70, -5.87], [4.39, 5.08, -5.67], [3.49, 3.93, -3.55], [3.43, 3.32, -2.38], [3.68, 2.16, -2.17], [2.98, 4.29, -1.30], [2.50, 5.15, -1.77], [3.85, 4.63, -0.73], [2.00, 3.57, -0.37], [2.67, 2.60, 0.46], [2.28, 2.38, 1.74], [1.61, 3.18, 2.36], [2.82, 1.08, 2.33], [2.32, -0.14, 1.54], [2.56, -0.05, 0.48], [0.81, -0.29, 1.70], [0.48, -0.41, 3.10], [-0.17, -1.51, 3.55], [-0.49, -2.42, 2.82], [-0.41, -1.45, 4.87], [-1.12, -2.52, 5.53], [-0.32, -3.83, 5.43], [-0.25, -4.14, 4.40], [0.68, -3.68, 5.83], [-0.81, -4.60, 6.01], [-1.20, -2.06, 6.99], [-1.73, -2.81, 7.58], [-1.74, -1.12, 7.05], [-0.21, -1.92, 7.39], [-2.52, -2.69, 4.94], [-3.06, -3.45, 5.50], [-2.45, -3.00, 3.90], [-3.06, -1.75, 5.00], [0.89, 0.70, 3.92], [0.62, 0.51, 4.96], [2.40, 0.93, 3.80], [2.67, 1.83, 4.35], [2.94, 0.08, 4.23], [0.38, 1.60, 3.58], [0.45, -1.18, 1.19], [0.30, 0.59, 1.29], [2.81, -1.04, 1.92], [3.92, 1.12, 2.27], [3.19, 1.90, -0.05], [0.96, 2.88, -1.19], [0.23, 3.37, -2.14], [-0.55, 2.36, -2.59], [-0.26, 1.32, -1.89], [0.72, 1.57, -1.00], [-0.83, -0.05, -2.01], [-1.98, -0.22, -1.13], [-2.30, 0.57, -0.08], [-1.70, 1.57, 0.23], [-3.38, 0.06, 0.53], [-3.93, 0.72, 1.70], [-5.08, -0.20, 2.12], [-5.79, -0.31, 1.30], [-5.60, 0.22, 2.97], [-4.69, -1.18, 2.37], [-4.46, 2.10, 1.32], [-3.64, 2.73, 0.98], [-4.93, 2.57, 2.18], [-5.19, 2.02, 0.52], [-2.89, 0.81, 2.81], [-3.36, 1.15, 3.73], [-2.11, 1.50, 2.53], [-2.45, -0.17, 2.98], [-2.53, -1.05, -1.29], [-0.05, -0.76, -1.69], [-1.27, -0.34, -3.45], [-1.90, 0.49, -3.77], [-0.12, -0.51, -4.42], [0.83, -1.68, -4.12], [1.54, -1.76, -4.94], [0.11, -3.03, -3.94], [-0.04, -3.41, -2.55], [-1.24, -3.56, -1.92], [-2.29, -3.19, -2.38], [-1.03, -4.15, -0.74], [-2.14, -4.54, 0.11], [-2.93, -3.31, 0.57], [-2.26, -2.61, 1.05], [-3.68, -3.63, 1.30], [-3.43, -2.83, -0.26], [-1.47, -5.20, 1.31], [-0.81, -6.01, 0.98], [-2.22, -5.61, 1.98], [-0.87, -4.46, 1.84], [-3.04, -5.53, -0.63], [-3.83, -5.87, 0.04], [-2.46, -6.39, -0.96], [-3.49, -5.05, -1.49], [0.76, -3.77, -2.07], [0.68, -3.81, -4.45], [-0.89, -2.99, -4.38], [1.40, -1.47, -3.21], [-0.54, -0.66, -5.42], [0.47, 0.41, -4.45], [-1.88, -1.24, -3.43], [1.51, 4.29, 0.30]]
}

***

2.
{
  "formula": "C35H61ClIN10O5",
  "method": "wB97M-V/def2-TZVPD",
  "energy_ha": -3051.37720,
  "charge": 1,
  "multiplicity": 1,
  "elements": ["C", "C", "C", "I", "C", "C", "O", "N", "O", "C", "N", "C", "C", "C", "C", "C", "C", "C", "O", "C", "C", "Cl", "C", "N", "C", "C", "C", "N", "C", "C", "C", "C", "O", "O", "H", "H", "H", "H", "H", "H", "H", "H", "H", "H", "H", "H", "H", "H", "H", "H", "H", "H", "H", "H", "H", "H", "H", "H", "H", "H", "H", "H", "H", "H", "H", "H", "H", "H", "H", "H", "H", "H", "H", "H", "H", "H", "H", "C", "C", "N", "H", "H", "H", "C", "C", "N", "H", "H", "H", "C", "C", "N", "H", "H", "H", "C", "C", "N", "H", "H", "H", "C", "C", "N", "H", "H", "H", "C", "C", "N", "H", "H", "H"],
  "coordinates": [[2.14, 0.67, 4.06], [1.11, 1.81, 4.10], [0.87, 2.59, 2.80], [0.27, 4.60, 3.52], [0.01, 2.08, 1.60], [-0.08, 3.35, 0.70], [-0.16, 3.01, -0.71], [0.51, 4.02, -1.47], [0.89, 3.58, -2.47], [0.83, 1.13, 0.70], [1.15, -0.13, 1.39], [2.18, -0.85, 0.63], [1.85, -1.31, -0.80], [1.11, -2.66, -0.97], [1.49, -3.26, -2.34], [1.24, -2.30, -3.52], [2.54, -2.01, -4.27], [2.38, -0.95, -5.34], [2.40, 0.32, -4.71], [2.31, 1.39, -5.63], [-0.11, -0.81, 1.50], [0.18, -2.37, 2.33], [-1.23, -0.03, 2.27], [-1.09, -0.19, 3.68], [-2.00, -0.73, 4.39], [-2.74, -2.00, 4.10], [-2.32, -0.10, 5.73], [-1.33, 1.46, 1.86], [-2.13, 2.14, 2.92], [-2.19, 1.40, 0.62], [-3.71, 1.24, 0.85], [-4.25, 0.53, -0.40], [-4.06, -0.67, -0.50], [-4.88, 1.26, -1.38], [1.64, -0.30, 4.06], [2.77, 0.70, 4.94], [2.76, 0.72, 3.17], [0.22, 1.53, 4.65], [1.58, 2.53, 4.77], [1.85, 2.80, 2.38], [-0.96, 3.95, 0.92], [0.84, 3.91, 0.78], [0.23, 0.81, -0.15], [1.72, 1.65, 0.38], [2.59, -1.68, 1.19], [3.01, -0.15, 0.54], [1.32, -0.56, -1.39], [2.81, -1.43, -1.30], [0.03, -2.50, -1.02], [1.39, -3.33, -0.17], [2.55, -3.53, -2.36], [0.89, -4.14, -2.50], [0.73, -1.37, -3.25], [0.58, -2.80, -4.23], [2.89, -2.91, -4.76], [3.27, -1.66, -3.55], [3.22, -1.00, -6.05], [1.48, -1.08, -5.95], [3.31, 1.81, -5.79], [1.66, 2.15, -5.20], [1.88, 1.05, -6.57], [-0.53, -1.12, 0.53], [-2.15, -0.55, 1.98], [-3.78, -1.86, 4.39], [-2.72, -2.32, 3.07], [-2.36, -2.78, 4.76], [-3.39, -0.15, 5.93], [-2.01, 0.94, 5.69], [-1.74, -0.56, 6.53], [-2.53, 3.07, 2.53], [-2.90, 1.51, 3.33], [-1.52, 2.41, 3.78], [-1.89, 0.57, -0.01], [-2.12, 2.29, 0.00], [-4.22, 2.19, 0.99], [-3.94, 0.55, 1.65], [-5.81, 0.97, -1.34], [5.76, -2.46, -0.23], [5.55, -2.93, -1.60], [5.37, -3.29, -2.67], [5.92, -3.30, 0.43], [6.64, -1.81, -0.19], [4.89, -1.90, 0.11], [-3.83, 3.97, -2.91], [-4.48, 4.79, -3.92], [-5.00, 5.44, -4.72], [-3.91, 2.92, -3.18], [-2.78, 4.25, -2.83], [-4.32, 4.11, -1.95], [-3.48, 5.51, 0.30], [-3.86, 5.17, 1.67], [-4.14, 4.89, 2.75], [-3.50, 6.58, 0.16], [-2.47, 5.14, 0.10], [-4.17, 5.04, -0.39], [4.61, -2.02, 5.55], [4.89, -2.16, 4.13], [5.12, -2.29, 3.01], [3.54, -1.99, 5.72], [5.04, -2.86, 6.10], [5.05, -1.09, 5.92], [-3.69, -0.09, -4.66], [-2.40, -0.10, -5.34], [-1.37, -0.12, -5.85], [-3.54, -0.34, -3.61], [-4.12, 0.91, -4.73], [-4.37, -0.81, -5.11], [1.32, -8.01, -2.32], [1.34, -6.85, -3.22], [1.37, -5.94, -3.92], [0.35, -8.07, -1.83], [1.48, -8.92, -2.89], [2.10, -7.91, -1.57]]
}

***

3.
{
  "formula": "C35H62BCl3N9O2Ti",
  "method": "wB97M-V/def2-TZVPD",
  "energy_ha": -4268.39148,
  "charge": 3,
  "multiplicity": 1,
  "elements": ["Ti", "C", "C", "C", "C", "C", "C", "C", "C", "C", "N", "N", "B", "N", "N", "C", "C", "C", "C", "C", "C", "C", "C", "C", "N", "N", "C", "C", "C", "C", "C", "C", "C", "C", "C", "H", "H", "H", "H", "H", "H", "H", "H", "H", "H", "H", "H", "H", "H", "H", "H", "H", "H", "H", "H", "H", "H", "H", "H", "H", "H", "H", "H", "H", "H", "H", "H", "H", "H", "H", "H", "H", "H", "H", "H", "H", "H", "H", "H", "H", "H", "N", "C", "C", "C", "N", "C", "C", "N", "C", "H", "H", "H", "H", "H", "H", "H", "H", "H", "H", "H", "H", "H", "H", "H", "H", "Cl", "C", "Cl", "Cl", "C", "O", "O"],
  "coordinates": [[-0.64, 0.20, 0.47], [-0.99, -4.43, 1.36], [-0.43, -3.21, 2.10], [0.11, -3.68, 3.46], [0.68, -2.56, 1.32], [1.91, -3.11, 1.11], [2.63, -2.24, 0.27], [4.03, -2.59, -0.19], [4.00, -3.99, -0.82], [4.79, -1.65, -1.12], [1.85, -1.18, 0.03], [0.63, -1.36, 0.66], [1.97, 0.12, -0.80], [0.69, 0.18, -1.78], [-0.34, 1.04, -1.41], [-0.74, 1.71, -2.51], [-0.07, 1.17, -3.61], [0.82, 0.23, -3.14], [1.74, -0.61, -3.98], [3.09, 0.07, -4.26], [1.89, -2.03, -3.44], [-1.61, 2.93, -2.63], [-1.75, 3.78, -1.36], [-2.95, 2.66, -3.33], [1.88, 1.34, 0.17], [0.73, 1.53, 0.93], [0.87, 2.72, 1.60], [2.07, 3.28, 1.24], [2.70, 2.39, 0.36], [4.12, 2.58, -0.10], [5.06, 1.84, 0.86], [4.42, 2.32, -1.57], [-0.07, 3.24, 2.64], [-1.54, 3.30, 2.24], [0.37, 4.60, 3.16], [-1.83, -4.86, 1.91], [-0.22, -5.20, 1.28], [-1.33, -4.23, 0.33], [-1.23, -2.48, 2.27], [0.79, -4.52, 3.31], [-0.71, -4.03, 4.09], [0.64, -2.89, 3.99], [2.27, -4.05, 1.50], [4.59, -2.67, 0.74], [3.41, -4.00, -1.74], [3.60, -4.75, -0.15], [5.02, -4.29, -1.08], [4.36, -1.64, -2.12], [5.81, -2.02, -1.20], [4.85, -0.63, -0.74], [2.96, 0.14, -1.42], [-0.18, 1.47, -4.64], [1.22, -0.67, -4.94], [3.75, 0.05, -3.40], [2.96, 1.10, -4.57], [3.59, -0.47, -5.07], [2.30, -2.04, -2.43], [2.56, -2.60, -4.08], [0.93, -2.55, -3.42], [-1.03, 3.54, -3.33], [-2.70, 3.62, -0.85], [-1.72, 4.84, -1.62], [-0.94, 3.59, -0.66], [-3.65, 2.11, -2.70], [-2.81, 2.09, -4.25], [-3.43, 3.61, -3.59], [2.48, 4.20, 1.59], [4.29, 3.65, 0.07], [4.78, 0.79, 0.96], [5.03, 2.28, 1.86], [6.08, 1.89, 0.50], [4.59, 1.26, -1.78], [5.33, 2.85, -1.84], [3.62, 2.68, -2.23], [0.03, 2.53, 3.47], [-1.75, 4.19, 1.65], [-2.17, 3.34, 3.13], [-1.85, 2.42, 1.66], [0.43, 5.33, 2.36], [1.34, 4.56, 3.66], [-0.35, 4.97, 3.89], [-5.25, -1.58, 2.41], [-4.43, -1.13, 1.22], [-5.16, -0.07, 0.43], [-4.25, 0.40, -0.70], [-2.99, 1.04, -0.20], [-3.90, -0.77, -1.61], [-3.23, -1.91, -0.86], [-1.81, -1.55, -0.56], [-4.03, -2.32, 0.38], [-5.91, -0.85, 2.71], [-4.64, -1.75, 3.21], [-5.80, -2.42, 2.22], [-3.56, -0.68, 1.66], [-5.44, 0.77, 1.07], [-6.08, -0.46, -0.02], [-4.80, 1.14, -1.28], [-3.25, 1.82, 0.41], [-2.59, 1.49, -1.01], [-3.27, -0.43, -2.44], [-4.82, -1.14, -2.07], [-3.20, -2.79, -1.51], [-1.35, -1.47, -1.47], [-1.36, -2.37, -0.16], [-3.45, -3.04, 0.97], [-4.92, -2.85, 0.02], [-1.18, 1.44, 5.52], [-0.76, 0.00, 4.58], [-1.00, -1.42, 5.57], [0.91, 0.08, 4.02], [-1.80, -0.06, 3.41], [-2.94, -0.29, 3.67], [-1.36, 0.07, 2.15]]
}

***

4.
{
  "formula": "C35H62IO14P",
  "method": "wB97M-V/def2-TZVPD",
  "energy_ha": -3063.22200,
  "smiles": "C[C@@H](I)CC1=CC(=O)C=C(P(C)C)C1=O.CCOC(C)=O.CCOC(C)=O.CCOC(C)=O.CCOC(C)=O.CCOC(C)=O.CCOC(C)=O",
  "multiplicity": 1,
  "elements": ["C", "C", "I", "C", "C", "C", "C", "O", "C", "C", "P", "C", "C", "C", "O", "H", "H", "H", "H", "H", "H", "H", "H", "H", "H", "H", "H", "H", "H", "C", "C", "O", "C", "C", "O", "H", "H", "H", "H", "H", "H", "H", "H", "C", "C", "O", "C", "C", "O", "H", "H", "H", "H", "H", "H", "H", "H", "C", "C", "O", "C", "C", "O", "H", "H", "H", "H", "H", "H", "H", "H", "C", "C", "O", "C", "C", "O", "H", "H", "H", "H", "H", "H", "H", "H", "C", "C", "O", "C", "C", "O", "H", "H", "H", "H", "H", "H", "H", "H", "C", "C", "O", "C", "C", "O", "H", "H", "H", "H", "H", "H", "H", "H"],
  "coordinates": [[-9.71, -0.23, -1.32], [-8.39, -0.95, -1.07], [-7.68, -0.52, 0.91], [-8.44, -2.46, -1.34], [-7.06, -3.02, -1.54], [-6.47, -3.07, -2.74], [-5.09, -3.61, -2.85], [-4.69, -4.16, -3.85], [-4.24, -3.44, -1.64], [-4.80, -3.40, -0.43], [-3.70, -3.13, 1.02], [-3.73, -1.29, 1.15], [-4.66, -3.64, 2.49], [-6.29, -3.54, -0.36], [-6.87, -4.10, 0.54], [-9.48, 0.81, -1.58], [-10.24, -0.69, -2.15], [-10.33, -0.20, -0.43], [-7.62, -0.53, -1.73], [-9.02, -2.61, -2.26], [-8.94, -2.99, -0.52], [-6.98, -2.75, -3.64], [-3.17, -3.34, -1.79], [-3.86, -0.90, 0.14], [-4.57, -0.93, 1.75], [-2.77, -0.94, 1.53], [-5.73, -3.54, 2.38], [-4.34, -2.97, 3.30], [-4.39, -4.65, 2.78], [-0.40, 2.11, 0.12], [0.16, 0.71, 0.25], [-0.73, -0.28, -0.31], [-0.72, -0.61, -1.61], [0.07, 0.23, -2.59], [-1.39, -1.54, -1.97], [-0.51, 2.41, -0.92], [0.27, 2.81, 0.62], [-1.38, 2.16, 0.59], [1.15, 0.62, -0.18], [0.25, 0.43, 1.30], [-0.58, 1.00, -2.99], [0.39, -0.42, -3.41], [0.96, 0.70, -2.16], [4.90, -0.39, 4.25], [3.62, -0.71, 3.52], [3.09, 0.44, 2.85], [3.52, 0.83, 1.63], [4.77, 0.21, 1.04], [2.92, 1.71, 1.07], [5.69, -0.09, 3.56], [5.25, -1.26, 4.81], [4.75, 0.43, 4.95], [3.73, -1.54, 2.83], [2.83, -0.99, 4.22], [5.62, 0.81, 1.34], [4.67, 0.23, -0.04], [4.94, -0.82, 1.35], [10.08, 1.13, -0.11], [8.97, 2.13, 0.13], [8.06, 1.69, 1.15], [8.27, 1.90, 2.46], [9.61, 2.40, 2.93], [7.38, 1.63, 3.23], [10.70, 1.00, 0.77], [10.71, 1.47, -0.93], [9.66, 0.16, -0.37], [9.36, 3.12, 0.37], [8.35, 2.23, -0.76], [10.23, 1.54, 3.17], [9.45, 2.97, 3.84], [10.13, 3.03, 2.22], [-10.30, 1.23, 6.12], [-9.68, 0.29, 5.11], [-8.61, 0.90, 4.39], [-7.34, 0.93, 4.83], [-7.04, 0.55, 6.27], [-6.47, 1.31, 4.09], [-9.58, 1.52, 6.90], [-11.15, 0.76, 6.61], [-10.63, 2.14, 5.63], [-9.35, -0.64, 5.57], [-10.41, 0.03, 4.35], [-7.07, 1.45, 6.88], [-6.04, 0.14, 6.31], [-7.73, -0.18, 6.69], [-4.35, 0.51, -5.85], [-5.48, 1.52, -5.96], [-6.59, 1.16, -5.13], [-6.67, 1.50, -3.83], [-5.47, 2.08, -3.13], [-7.69, 1.25, -3.23], [-3.93, 0.47, -4.85], [-3.55, 0.77, -6.55], [-4.71, -0.49, -6.10], [-5.15, 2.53, -5.74], [-5.89, 1.53, -6.97], [-4.89, 1.26, -2.69], [-5.82, 2.72, -2.32], [-4.81, 2.67, -3.77], [12.96, -1.17, -4.06], [13.44, 0.26, -4.26], [12.89, 1.15, -3.29], [13.45, 1.35, -2.08], [14.56, 0.44, -1.61], [13.00, 2.22, -1.38], [13.30, -1.57, -3.11], [13.34, -1.80, -4.86], [11.87, -1.20, -4.07], [14.52, 0.33, -4.28], [13.08, 0.64, -5.22], [14.11, -0.38, -1.06], [15.19, 1.01, -0.93], [15.18, 0.04, -2.41]]
}

***

What did we get for max |F|? Answer: 1.5, 3.6, 1.5, 0.7 eV Å⁻¹, in the order shown.